{
  "formula": "C4H8NO2",
  "method": "wB97M-V/def2-TZVPD",
  "e_homo_ev": -4.35,
  "fmax_ha_per_bohr": 0.0410,
  "orbital_gap_ev": 8.68,
  "relative_energy_kj_mol": 150.4,
  "e_lumo_ev": 4.327,
  "charge": -1,
  "species": ["N", "C", "C", "C", "H", "H", "H", "H", "H", "H", "H", "O", "C", "O", "H"],
  "coordinates": [[0.23614, -0.37171, -2.12753], [0.08882, -1.38879, -1.09554], [1.33048, -0.80877, 1.02507], [1.34683, -1.31322, -0.23028], [0.21767, 0.50952, -1.64482], [-0.63295, -0.35540, -2.67563], [-0.00249, -2.38726, -1.50264], [-0.74864, -1.23075, -0.41374], [2.24611, -0.91970, 1.65686], [0.41878, -0.36458, 1.48805], [2.25892, -1.74058, -0.68505], [-0.06725, 1.81339, 1.44790], [-1.21316, 1.42311, 1.08242], [-1.51130, 0.68328, 0.07776], [-2.09988, 1.64340, 1.77444]],
  "mulliken_charge": [-0.82, -0.24, -0.51, -0.21, 0.36, 0.23, 0.37, 0.23, 0.24, 0.04, 0.29, -0.66, -0.04, -0.63, 0.35]
}